No. 1
Computed, not measured: a single C18H29NO2 molecule, with ωB97M-V/def2-TZVPD.

XYZ file:
```
50
Properties=species:S:1:pos:R:3:forces:R:3
C 5.293058 2.853960 -3.242521 0.08 0.10 -0.04
C 4.562249 1.778961 -2.990827 -0.11 0.02 0.05
C 4.917069 0.438876 -3.561506 0.03 0.09 -0.01
H 4.924711 -0.326066 -2.787279 0.00 -0.14 0.03
H 5.897415 0.469550 -4.029937 0.06 -0.04 -0.04
H 4.186489 0.143982 -4.314006 -0.05 -0.11 -0.04
C 3.342845 1.857269 -2.106879 0.13 -0.19 0.04
C 2.126109 1.134167 -2.687652 -0.11 0.36 0.05
C 0.890841 1.453013 -1.850295 0.22 -0.10 -0.06
C 1.155805 1.274950 -0.381167 -0.13 0.11 -0.09
C 2.384591 1.198924 0.110420 0.10 -0.07 0.01
C 3.630595 1.280865 -0.714276 -0.09 0.17 -0.16
H 4.369409 1.903422 -0.202961 0.04 -0.04 -0.03
H 4.064810 0.279475 -0.802723 0.11 0.00 0.00
H 2.518718 1.052747 1.172771 -0.09 -0.06 0.17
C -0.053999 1.214637 0.521825 0.08 -0.04 0.15
N 0.114613 0.205239 1.554393 0.05 0.15 0.08
C -0.803677 0.321214 2.665858 -0.25 0.07 0.08
C -2.236555 -0.118828 2.336584 0.27 -0.07 0.12
H -2.658251 0.530506 1.566823 -0.06 0.01 -0.01
H -2.861019 -0.041827 3.228491 -0.06 0.05 0.01
C -2.225683 -1.565387 1.822160 -0.20 0.15 -0.28
C -3.630604 -1.927271 1.388762 0.38 0.00 0.03
O -4.163982 -1.528792 0.385815 -0.09 0.05 -0.07
O -4.214095 -2.737619 2.276722 0.05 -0.15 0.34
C -5.569765 -3.115222 2.026508 -0.48 0.03 -0.23
C -6.540872 -2.057028 2.529380 0.38 -0.16 -0.10
H -6.380444 -1.871889 3.588876 -0.04 0.01 0.10
H -7.561406 -2.396724 2.378037 -0.13 -0.01 0.00
H -6.393379 -1.129490 1.981575 -0.04 0.07 -0.03
H -5.705080 -4.059918 2.556993 0.05 0.10 -0.09
H -5.699934 -3.267635 0.950084 0.02 -0.06 0.19
C -1.255416 -1.680836 0.643980 0.13 0.07 0.19
C 0.127720 -1.151060 1.043139 -0.08 -0.21 -0.14
H 0.541964 -1.790933 1.829707 0.05 -0.06 -0.05
H 0.803457 -1.184041 0.186581 0.04 -0.10 0.07
H -1.655210 -1.109382 -0.195240 -0.03 -0.04 -0.04
H -1.170043 -2.722242 0.328883 -0.01 -0.02 -0.08
H -1.925450 -2.237242 2.631559 -0.01 0.04 -0.03
H -0.415625 -0.308620 3.474029 -0.04 0.05 0.07
H -0.802910 1.357023 3.013741 0.03 -0.04 0.05
H -0.166260 2.180335 1.027176 -0.12 -0.04 -0.05
H -0.956315 1.059040 -0.090283 0.01 0.06 0.00
H 0.062288 0.807035 -2.154539 -0.07 0.05 0.03
H 0.574216 2.486142 -2.031433 -0.10 -0.01 -0.08
H 2.299351 0.056862 -2.672768 0.03 -0.09 -0.06
H 1.962073 1.442044 -3.722591 0.02 -0.08 -0.05
H 3.079759 2.913023 -1.980510 0.01 0.00 0.00
H 5.038173 3.822318 -2.845561 -0.14 0.19 0.11
H 6.177646 2.812473 -3.855921 0.19 -0.08 -0.13
```
Forces are in eV/Å.

Values from the calculation:
relative energy (zero: lowest compared OMol25 entry of this formula, charge and spin)	13.0	kcal/mol
lowest unoccupied orbital energy	0.86	eV
highest occupied orbital energy	-8.27	eV
frontier orbital gap	9.1	eV
net charge	0

---

No. 2
Computed, not measured: a molecular structure, C18H17N7RuS, with ωB97M-V/def2-TZVPD.

XYZ file:
```
44
Properties=species:S:1:pos:R:3:forces:R:3
Ru -0.296516 0.007322 -0.469930 -0.06 0.09 0.17
N -0.543220 -0.740640 3.832210 -0.04 -0.02 -0.01
C -1.379070 -1.768800 4.282636 0.04 0.05 -0.04
C -1.437197 -2.085239 5.625021 -0.02 -0.01 -0.01
C -2.279356 -3.111039 6.033055 0.00 0.00 -0.01
C -3.068422 -3.825076 5.104919 0.00 0.00 0.03
C -3.020807 -3.519186 3.765276 0.04 0.05 -0.04
C -2.170103 -2.486470 3.339861 -0.07 -0.09 0.09
S -2.099533 -2.131317 1.672733 0.03 0.04 -0.04
N -1.031028 -0.842348 1.541718 -0.05 -0.06 0.05
C -0.414086 -0.312377 2.574676 0.05 0.13 0.01
C 0.477650 0.851860 2.293215 -0.01 -0.09 -0.07
C 1.003153 1.673740 3.264283 -0.01 -0.04 -0.05
C 1.843740 2.728683 2.893888 -0.01 0.00 0.04
C 2.134794 2.922545 1.555841 0.03 0.01 -0.02
C 1.564561 2.071890 0.623268 -0.03 -0.02 0.05
N 0.747796 1.061339 0.973727 0.02 0.02 0.09
H 0.023207 -0.296345 4.545821 -0.01 -0.01 0.01
H -0.843599 -1.542548 6.351449 0.01 -0.01 0.01
H -2.334983 -3.368905 7.083846 0.01 0.01 0.00
H -3.714744 -4.619364 5.456903 -0.01 0.00 -0.01
H -3.627422 -4.062944 3.050722 0.00 -0.01 0.01
H 0.766840 1.539552 4.311863 0.03 0.03 0.00
H 2.257801 3.383625 3.651551 0.00 0.00 0.00
H 2.786285 3.722097 1.226433 0.00 0.00 0.00
H 1.761997 2.203823 -0.435087 -0.02 0.02 0.00
N -1.754865 0.168622 -1.987576 -0.11 -0.03 0.07
N -1.916904 1.258864 -1.076403 -0.03 0.02 -0.13
H -1.514329 0.471560 -2.935535 0.01 -0.01 0.00
H -2.579604 -0.433784 -2.026193 -0.02 0.02 -0.05
H -2.829319 1.254495 -0.616379 0.01 0.02 0.02
H -1.766330 2.168752 -1.519888 -0.04 0.01 -0.01
N 5.794243 -0.763475 -1.940191 -0.02 0.04 -0.02
C 4.722799 -1.175067 -1.924827 0.04 -0.07 0.03
C 3.378785 -1.663252 -1.841713 -0.06 0.06 0.02
C 3.003826 -2.932302 -2.294012 0.03 -0.01 -0.01
C 1.679434 -3.336790 -2.153690 0.00 -0.01 0.00
C 0.768944 -2.476617 -1.587077 0.00 0.04 0.02
N 1.130649 -1.238952 -1.150392 0.27 -0.11 -0.16
C 2.417197 -0.843747 -1.278166 -0.03 -0.04 0.02
H 3.741553 -3.586085 -2.745783 -0.01 -0.01 0.00
H 1.358239 -4.314129 -2.489040 0.00 0.00 0.00
H -0.271272 -2.760711 -1.470464 0.00 0.00 -0.01
H 2.680410 0.138055 -0.912254 0.03 -0.01 -0.03
```
Forces are in eV/Å.

Values from the calculation:
lowest unoccupied orbital energy (alpha / beta)	-13.96 / -15.66	eV
highest occupied orbital energy (alpha / beta)	-20.76 / -21.29	eV
spin multiplicity	5
frontier orbital gap (alpha / beta)	6.8 / 5.6	eV
net charge	+4

---

No. 3
Computed, not measured: a molecular structure, C4H8NO2, with ωB97M-V/def2-TZVPD.

XYZ file:
```
15
Properties=species:S:1:pos:R:3:forces:R:3
C -1.695027 0.731122 0.163832 1.19 0.26 -0.50
N -1.009829 0.146094 -0.941960 -0.98 -0.14 0.78
C 1.412478 0.080678 -1.111796 -0.74 0.53 -0.65
C 0.128082 -0.602012 -0.564962 0.78 0.41 0.51
C 0.566194 -0.789153 0.988582 1.72 -3.14 -3.63
O 0.782431 0.345990 1.669540 -2.80 -1.16 0.40
O 0.747037 -1.928322 1.381602 0.30 0.63 0.75
H -1.156696 1.623774 0.573067 -0.55 0.18 0.10
H -1.758457 0.061205 1.086825 -0.30 -0.25 0.01
H -2.727470 1.009210 -0.071181 0.00 0.03 0.03
H -0.312185 0.020230 1.530994 0.38 3.55 1.88
H 1.334783 1.112458 -0.745742 0.71 -0.30 0.67
H 2.330405 -0.487270 -0.904324 0.06 0.45 0.00
H 1.290856 0.326562 -2.176850 0.05 -0.89 -0.07
H 0.067404 -1.650572 -0.877634 0.20 -0.15 -0.27
```
Forces are in eV/Å.

Values from the calculation:
relative energy (zero: lowest compared OMol25 entry of this formula, charge and spin)	120.4	kcal/mol
lowest unoccupied orbital energy	4.17	eV
highest occupied orbital energy	-1.78	eV
frontier orbital gap	6.0	eV
net charge	-1

---

No. 4
Computed, not measured: a single C4H7P molecule, with ωB97M-V/def2-TZVPD.

XYZ file:
```
12
Properties=species:S:1:pos:R:3:forces:R:3
C 0.314871 1.518465 0.769295 0.11 -1.25 -0.21
C 0.445483 0.258928 0.378046 0.69 1.43 0.24
C -0.526572 -0.088394 -0.662220 -0.11 0.56 -0.72
C 1.724847 -0.498809 0.578030 -0.06 -1.03 -0.87
P -2.360335 -0.077275 -0.236198 1.77 0.70 0.44
H -0.297207 2.368002 0.937375 -0.59 0.25 -0.09
H -0.038226 -0.079460 -1.704903 -1.26 -0.19 1.47
H 2.402957 -0.269791 -0.256313 -0.30 -0.15 -0.18
H 1.453130 -1.587170 0.476133 0.76 0.85 0.64
H 2.330840 -0.182088 1.437105 -0.68 -0.46 0.19
H -2.551543 -1.447231 -0.224650 -0.11 -0.79 -0.06
H -2.898248 0.084819 -1.491705 -0.24 0.06 -0.85
```
Forces are in eV/Å.

Values from the calculation:
relative energy (zero: lowest compared OMol25 entry of this formula, charge and spin)	101.6	kcal/mol
lowest unoccupied orbital energy (alpha / beta)	-0.04 / 0.21	eV
highest occupied orbital energy (alpha / beta)	-8.30 / -7.93	eV
frontier orbital gap (alpha / beta)	8.3 / 8.1	eV
net charge	0